Record 1
ORCA calculation (ωB97M-V with the def2-TZVPD basis set) on 2 unconnected molecules or ions with the total composition C4H4ClF3 in a non-equilibrium geometry.

Each line ends with the Mulliken charge.
Geometry (Å):
1 C -0.6730 -1.6182 0.0326  -0.07
2 C -0.4625 -0.3130 -0.0104  0.25
3 C -1.2115 0.8878 0.1966  -1.06
4 C 1.7102 0.2813 -0.0417  0.45
5 F 0.2991 -2.5234 -0.1638  -0.21
6 F 2.4578 -0.4142 0.8059  -0.18
7 F 2.1266 -0.1986 -1.2707  -0.22
8 Cl 1.7810 2.0460 -0.0063  -0.13
9 H -1.7391 -2.1242 0.0038  0.27
10 H -0.7945 1.6314 -0.5196  0.29
11 H -1.1375 1.4123 1.1332  0.30
12 H -2.3567 0.9327 -0.1598  0.30

Computed properties:
Total charge: 0
Lowest unoccupied orbital energy in eV: -0.05
Highest occupied orbital energy in eV: -9.92
Orbital gap in Eh: 0.363

Record 2
ORCA calculation (ωB97M-V with the def2-TZVPD basis set) on a molecular structure, C4H4ClN in a non-equilibrium geometry.

Each line ends with the Mulliken charge.
Geometry (Å):
1 C 0.1525 -1.1894 0.0714  -0.57
2 C -0.6403 1.1704 0.0791  -0.24
3 C -1.4426 0.0327 -0.0447  0.11
4 C 1.1667 -0.1511 0.0207  -0.14
5 N 0.6874 1.1399 0.0561  -0.53
6 Cl -2.9808 -0.4525 -0.1535  -0.15
7 H 0.3355 -2.2217 0.0236  0.44
8 H -0.9525 2.1280 0.2277  0.53
9 H 1.9584 -0.1801 0.7542  0.31
10 H 1.7156 -0.2763 -1.0347  0.23

Computed properties:
Total charge: 0
Lowest unoccupied orbital energy (alpha / beta) in eV: 0.15 / -0.67
Highest occupied orbital energy (alpha / beta) in eV: -8.27 / -8.43
Orbital gap (alpha / beta) in Eh: 0.309 / 0.285

Energy above the lowest of the compared OMol25 structures with the same formula, charge and spin for the records above, in order: 77.7 126.1 kcal/mol